(1)
Density functional theory data (wB97M-V/def2-TZVPD) for a 9-piece molecular cluster, C38H91N5O14 overall.

```
148
Properties=species:S:1:pos:R:3:mulliken_charge:R:1
C -3.4214 1.9521 3.3816 -2.003
C -4.8147 1.5038 3.4421 1.755
C -5.1309 1.0669 4.8672 -2.004
C -5.7579 2.7712 3.2071 -1.182
C -6.2086 2.9993 1.6896 -0.792
C -6.7618 1.7578 1.0720 -0.836
C -5.6966 0.5672 1.1010 1.181
C -6.6147 -0.6401 0.7009 -1.893
C -4.5146 0.7088 0.0980 -1.692
N -5.1779 0.3720 2.5391 0.450
O -4.4945 -0.7871 2.7913 -0.445
H -3.1500 2.6335 4.1878 0.451
H -2.6972 1.1375 3.3976 0.399
H -3.1249 2.3813 2.4246 0.363
H -5.0719 1.9341 5.5249 0.437
H -6.1213 0.6143 4.8187 0.494
H -4.4319 0.3642 5.3208 0.350
H -6.6178 2.7322 3.8757 0.432
H -5.2075 3.6732 3.4749 0.390
H -6.9399 3.7970 1.5589 0.462
H -5.3310 3.3792 1.1665 0.286
H -7.1240 2.1644 0.1278 0.406
H -7.6304 1.5651 1.7016 0.291
H -5.9770 -1.5200 0.7857 0.468
H -6.8032 -0.5639 -0.3700 0.394
H -7.3964 -0.7975 1.4440 0.410
H -3.6829 1.3674 0.3481 0.265
H -4.8178 0.8985 -0.9316 0.408
H -3.8604 -0.1517 -0.0423 0.419
H -5.1837 -1.3099 3.2077 0.336
C -1.5419 6.2474 -2.2492 -1.795
C -1.2416 7.6407 -2.8595 1.509
C -1.6748 8.6894 -1.8023 -1.903
C 0.2430 7.7647 -3.1416 -1.133
C 0.7441 6.9345 -4.3116 -0.588
C -0.1105 7.3663 -5.5379 -1.382
C -1.6252 7.2120 -5.3941 1.740
C -2.2922 8.1124 -6.4853 -1.985
C -2.1829 5.7113 -5.5768 -1.773
N -2.0790 7.8180 -4.0679 0.281
O -3.4960 7.8018 -3.9553 -0.480
H -1.5088 5.4342 -2.9742 0.328
H -0.7448 5.9233 -1.5800 0.407
H -2.5080 6.0726 -1.7757 0.390
H -1.3279 9.6813 -2.0918 0.405
H -2.7210 8.8533 -1.5440 0.394
H -1.3845 8.3822 -0.7976 0.397
H 0.3280 8.8462 -3.2475 0.354
H 0.8901 7.5269 -2.2973 0.428
H 1.8052 7.1713 -4.3887 0.398
H 0.6404 5.8639 -4.1350 0.271
H 0.1514 6.6766 -6.3402 0.463
H 0.1437 8.3501 -5.9323 0.462
H -3.2777 7.8257 -6.8525 0.354
H -1.6489 8.1307 -7.3650 0.478
H -2.3583 9.1500 -6.1579 0.452
H -3.1831 5.6069 -5.1564 0.337
H -1.4344 5.0497 -5.1406 0.393
H -2.2612 5.3731 -6.6100 0.462
H -3.7795 8.6849 -4.2031 0.337
C 3.7696 -4.2840 8.9269 -1.625
C 3.1854 -5.0997 7.7507 1.506
C 4.0238 -6.2911 7.5813 -1.954
C 1.7234 -5.5479 8.1532 -1.273
C 0.6873 -4.4523 8.2537 -0.706
C 0.5586 -3.8608 6.8328 -0.925
C 1.9208 -3.3493 6.1533 1.463
C 1.7435 -3.2763 4.6220 -1.692
C 2.1841 -1.9282 6.7274 -1.784
N 3.0447 -4.3802 6.4851 0.192
O 4.2954 -4.0741 5.8600 -0.441
H 4.8020 -4.0608 8.6579 0.426
H 3.2533 -3.3249 8.9677 0.352
H 3.5877 -4.7420 9.8991 0.370
H 3.5188 -6.9937 6.9185 0.410
H 4.9826 -6.0577 7.1183 0.389
H 4.1947 -6.8776 8.4840 0.390
H 1.3444 -6.2977 7.4587 0.392
H 1.6439 -6.0120 9.1362 0.453
H -0.2640 -4.8806 8.5695 0.423
H 0.9494 -3.7153 9.0128 0.322
H -0.1281 -3.0661 7.1246 0.262
H 0.0351 -4.4448 6.0758 0.399
H 1.1790 -4.1629 4.3331 0.372
H 2.6389 -3.2773 4.0004 0.319
H 1.1477 -2.3753 4.4762 0.398
H 2.3348 -1.8202 7.8015 0.317
H 1.3401 -1.3166 6.4085 0.487
H 2.9305 -1.3272 6.2081 0.433
H 4.7504 -3.4136 6.3876 0.325
N -0.0193 1.9070 -8.4544 -0.406
C 1.2839 1.9904 -8.3640 0.672
N 1.8303 2.1674 -9.5168 -0.380
O 1.8032 1.9904 -7.3062 -0.620
H -0.5043 1.7684 -7.5794 0.211
H -0.4553 1.8729 -9.3648 0.145
H 1.2406 2.1015 -10.3341 0.156
H 2.8380 2.1988 -9.5773 0.226
O 1.3881 -2.0698 -1.3739 -0.507
C 1.1308 -0.7799 -0.9455 -0.462
C 0.8856 0.1531 -2.1811 -0.339
O 2.0534 0.8045 -2.6276 -0.443
H 2.3021 -2.1811 -1.6457 0.289
H 0.2373 -0.7794 -0.3212 0.279
H 1.8763 -0.4610 -0.2171 0.274
H 0.1217 0.9051 -1.9838 0.318
H 0.4250 -0.3822 -3.0113 0.322
H 1.8833 1.1429 -3.5097 0.260
O 5.9309 1.3180 -2.3822 -0.461
C 6.4498 2.6480 -2.1238 -0.439
C 5.9291 3.2154 -0.8327 -0.196
O 4.5380 3.5876 -0.9492 -0.479
H 4.9933 1.3640 -2.5830 0.262
H 7.5145 2.4203 -2.0705 0.293
H 6.3027 3.2761 -3.0024 0.263
H 6.3921 4.1782 -0.6166 0.269
H 6.0073 2.5539 0.0301 0.227
H 4.0156 2.8768 -1.3278 0.261
O 3.1362 -2.8117 -6.7885 -0.545
C 3.1872 -3.2795 -5.4860 -0.051
C 4.5722 -3.8823 -5.2129 -0.360
O 4.7498 -4.1068 -3.8065 -0.502
H 2.2785 -2.3826 -6.8333 0.313
H 2.9269 -2.4509 -4.8273 0.051
H 2.3487 -3.9740 -5.4328 0.258
H 5.3296 -3.1870 -5.5749 0.308
H 4.6958 -4.8104 -5.7711 0.232
H 5.6154 -3.7826 -3.5471 0.301
O -4.1809 -5.2956 -1.2581 -0.522
C -3.1847 -5.4209 -0.2241 -0.460
C -1.9227 -5.9462 -0.8476 -0.222
O -2.1053 -7.3084 -0.9048 -0.515
H -4.6083 -6.1548 -1.2327 0.315
H -2.9576 -4.3979 0.0761 0.263
H -3.5075 -6.0186 0.6283 0.299
H -1.1032 -5.5469 -0.2500 0.314
H -1.7678 -5.5720 -1.8596 0.241
H -2.8898 -7.4568 -1.4378 0.288
O 4.6981 -8.1961 -0.7840 -0.527
C 3.5963 -8.4153 0.0715 -0.408
C 3.4714 -7.2495 1.1127 -0.359
O 4.5298 -7.5009 2.0296 -0.527
H 5.4182 -7.8462 -0.2543 0.323
H 2.6596 -8.6360 -0.4404 0.331
H 3.7730 -9.3895 0.5272 0.270
H 2.6670 -7.4072 1.8311 0.337
H 3.4908 -6.2796 0.6159 0.286
H 4.5109 -6.8426 2.7282 0.275
```

Summary:
ΔE to the lowest compared entry with this formula, charge and spin in kcal/mol: 14.8

=====

(2)
Density functional theory data (wB97M-V/def2-TZVPD) for a 9-piece molecular cluster, C38H93B2BrN4O12PS8 overall.

```
159
Properties=species:S:1:pos:R:3:mulliken_charge:R:1
C 2.9491 -1.9615 2.8835 0.115
C 2.1643 -1.5979 2.0715 -2.185
C 1.2948 -0.9019 1.1220 -0.926
C 0.9172 -1.5134 -0.2714 2.137
B 2.0148 -2.5555 -0.8311 0.983
N 1.7361 -3.2927 -2.0322 -0.217
O 3.2286 -2.7929 -0.2523 -0.756
C 1.0461 -0.2488 -1.2256 -1.133
B 2.4901 -0.1333 -1.9249 1.008
N 3.6182 0.2511 -1.1428 -0.323
O 2.6436 -0.4550 -3.2673 -0.413
C -0.0165 -0.0505 -2.2817 -2.540
N -1.3778 -0.1626 -1.6726 0.790
N -1.7240 0.9263 -0.8206 0.395
C -1.4062 0.9378 0.5974 -1.361
C -1.8186 2.1229 -1.5474 0.165
C -1.2337 3.3627 -0.9521 -1.225
O -2.3133 2.0778 -2.6543 -0.469
C -1.6756 -1.5928 -1.2094 0.777
C -3.0746 -1.6188 -0.5928 -0.727
C -4.2932 -1.3060 -1.4753 -1.547
C -4.7096 0.1702 -1.6196 -0.064
C -6.2435 0.3124 -1.7061 -1.304
C -6.8504 0.8645 -0.4116 -0.534
C -8.3181 0.4934 -0.2081 -0.414
C -8.7614 0.7659 1.2271 -1.279
C -1.7383 -2.3640 -2.5667 -2.721
C -2.3144 -3.7870 -2.5856 -0.326
C -1.2531 -4.8455 -2.8282 -1.401
Br -3.5542 -3.9100 -4.1128 -0.085
C -0.5242 -2.2141 -0.3313 0.657
P -1.0153 -2.8120 1.3977 -0.385
C -2.1684 -4.2221 1.2014 -0.939
O 0.3324 -3.6385 1.8350 -0.512
H 3.4997 -2.1844 3.7721 0.714
H 1.8132 0.0452 0.9639 0.659
H 0.4020 -0.6407 1.6893 0.336
H 1.2842 -2.7537 -2.7587 0.003
H 2.5923 -3.6494 -2.4404 0.292
H 3.6462 -2.0259 0.1556 0.216
H 0.9907 0.6677 -0.6352 0.474
H 3.4871 1.0428 -0.5237 0.171
H 4.4207 0.4630 -1.7242 0.178
H 2.2549 0.1948 -3.8756 0.264
H 0.0508 -0.6866 -3.1566 0.474
H 0.0862 0.9667 -2.6576 0.851
H -2.0259 -0.0525 -2.4632 1.120
H -0.3887 1.2308 0.8435 0.281
H -2.0910 1.6314 1.0787 0.556
H -1.6033 -0.0330 1.0431 0.344
H -1.1559 4.0984 -1.7525 0.233
H -0.2320 3.1516 -0.5792 0.273
H -1.8457 3.7720 -0.1516 0.348
H -3.2473 -2.6025 -0.1867 0.316
H -3.1539 -0.9670 0.2777 0.588
H -4.2480 -1.7538 -2.4649 -0.058
H -5.1301 -1.8065 -0.9839 0.639
H -4.3346 0.7747 -0.7963 0.120
H -4.3232 0.5382 -2.5698 0.321
H -6.7000 -0.6450 -1.9584 0.509
H -6.4660 0.9953 -2.5264 0.444
H -6.2776 0.4390 0.4195 0.334
H -6.7231 1.9472 -0.4061 0.336
H -8.4265 -0.5651 -0.4455 0.355
H -8.9147 1.0848 -0.9035 0.301
H -8.3994 1.7467 1.5352 0.308
H -8.3021 0.0353 1.8923 0.321
H -9.8417 0.7329 1.3356 0.394
H -2.2569 -1.7606 -3.3106 1.386
H -0.7181 -2.4667 -2.9249 0.466
H -2.9205 -4.0740 -1.7369 0.380
H -1.7368 -5.8063 -2.9769 0.529
H -0.5867 -4.9391 -1.9713 0.156
H -0.6864 -4.6071 -3.7258 0.410
H -0.3032 -3.1467 -0.8483 -0.009
H -2.0986 -4.7911 0.2753 0.079
H -3.1890 -3.8945 1.3780 0.452
H -1.9389 -4.9045 2.0193 0.522
H 0.6701 -4.2083 1.1292 0.398
C 4.8218 3.6964 4.0416 -0.622
S 4.4303 2.3970 2.8717 0.574
O 3.4245 2.9566 1.9105 -0.690
C 3.5267 1.3671 4.0129 0.841
H 5.3633 4.4712 3.5017 0.439
H 3.9037 4.1097 4.4572 0.096
H 5.4479 3.2831 4.8304 0.133
H 2.6899 1.9234 4.4296 0.010
H 4.1916 1.0369 4.8072 0.128
H 3.1651 0.5122 3.4456 -0.830
C 4.7171 -0.8013 -5.6782 -0.799
S 3.8145 0.4620 -6.5756 0.427
O 2.4038 0.4265 -6.0621 -0.656
C 3.8490 -0.3810 -8.1511 -1.009
H 4.7781 -0.4958 -4.6379 0.133
H 4.1826 -1.7478 -5.7534 0.262
H 5.7177 -0.8876 -6.1008 0.482
H 3.3740 -1.3570 -8.0526 0.357
H 4.8793 -0.4903 -8.4837 0.456
H 3.3015 0.2246 -8.8678 0.253
C -2.7163 3.9855 -4.9972 -0.549
S -1.6094 5.3784 -4.8170 0.479
O -1.6530 5.7533 -3.3729 -0.643
C -2.6055 6.5770 -5.7024 -0.981
H -2.2683 3.1720 -4.4475 -0.118
H -3.6893 4.2269 -4.5688 0.271
H -2.8153 3.7268 -6.0519 0.478
H -3.5834 6.6546 -5.2280 0.313
H -2.7029 6.2634 -6.7414 0.363
H -2.0921 7.5344 -5.6537 0.352
C 7.9057 1.8336 6.9780 -0.823
S 7.6264 0.4526 5.8661 0.366
O 6.6836 0.9353 4.8218 -0.503
C 6.6533 -0.5213 7.0190 -0.788
H 8.4633 2.5892 6.4289 0.322
H 6.9438 2.2362 7.2970 0.149
H 8.4888 1.4969 7.8350 0.399
H 5.7847 0.0577 7.3346 0.146
H 7.2707 -0.7932 7.8750 0.395
H 6.3325 -1.4209 6.4981 0.303
C 2.9560 0.5907 -12.4172 -0.941
S 3.1907 -0.9349 -11.5008 0.578
O 4.6339 -1.0166 -11.1510 -0.593
C 2.9170 -2.0398 -12.8869 -0.985
H 3.1264 1.4184 -11.7321 0.296
H 3.6736 0.6339 -13.2360 0.321
H 1.9350 0.6309 -12.7958 0.373
H 3.6358 -1.8149 -13.6740 0.309
H 1.8964 -1.9185 -13.2489 0.363
H 3.0626 -3.0570 -12.5308 0.327
C 0.9021 3.5692 7.1908 -0.963
S 2.6675 3.8411 7.1363 0.482
O 3.3122 2.5247 6.8578 -0.551
C 2.8608 4.1641 8.8886 -0.945
H 0.5739 3.3064 6.1866 0.337
H 0.6813 2.7549 7.8799 0.286
H 0.4098 4.4826 7.5194 0.382
H 2.5042 3.3016 9.4512 0.230
H 2.2898 5.0536 9.1527 0.339
H 3.9205 4.3241 9.0783 0.388
C -5.2325 -8.1958 0.6711 -1.069
S -3.7899 -7.1345 0.6566 0.594
O -3.7751 -6.4452 -0.6657 -0.591
C -2.5716 -8.4474 0.5737 -1.003
H -6.1125 -7.5568 0.6772 0.342
H -5.2315 -8.8192 -0.2223 0.326
H -5.2163 -8.8093 1.5713 0.401
H -2.7523 -9.0533 -0.3137 0.323
H -2.6365 -9.0550 1.4757 0.410
H -1.5881 -7.9853 0.5135 0.292
C -0.4158 3.3352 11.7244 -0.895
S -1.0299 4.8638 11.0117 0.404
O -0.3377 5.0343 9.7033 -0.524
C -0.2164 5.9625 12.1728 -0.931
H -0.7790 2.5154 11.1086 0.313
H 0.6741 3.3470 11.7251 0.253
H -0.7999 3.2303 12.7387 0.395
H 0.8594 5.7913 12.1414 0.283
H -0.6067 5.7823 13.1740 0.380
H -0.4393 6.9830 11.8703 0.324
```

Summary:
Net charge: +1

=====

Number 1: F_max 4.873 eV/Å, calculated total energy -2829.1987 Ha. Number 2: F_max 1.664 eV/Å, calculated total energy -8775.8116 Ha.